The ion C8H14NS with charge +1. Source: the Open Molecules 2025 dataset; level of theory: wB97M-V/def2-TZVPD.

Summary:
* highest occupied orbital energy: -12.6358 eV
* maximum force: 0.085 hartree/bohr
* net charge: +1
* SMILES string: C[N+](C)(C)[C@H]1C=CC=CS1
* ΔE to the lowest compared entry with this formula, charge and spin: 57.9 kcal per mole
* calculated total energy: -20839.310 eV
* 2S+1: 1
* E_LUMO: -3.595 eV

XYZ file:
```
24
Properties=species:S:1:pos:R:3:nbo_charge:R:1
C 1.938 -1.006 -0.953 -0.160
C 2.484 -1.138 0.342 -0.289
C 0.626 -1.071 -1.253 -0.233
C 1.725 -1.541 1.405 -0.274
C -0.501 -1.004 -0.203 -0.214
C -1.618 1.098 -1.218 -0.422
C 0.320 1.394 0.249 -0.435
C -1.681 0.603 1.186 -0.431
N -0.869 0.566 -0.014 -0.243
S -0.075 -1.839 1.350 0.335
H 2.578 -1.065 -1.706 0.228
H 3.506 -0.805 0.667 0.261
H 0.331 -1.252 -2.189 0.220
H 2.011 -1.668 2.423 0.243
H -1.498 -1.447 -0.537 0.261
H -1.776 2.187 -1.105 0.242
H -0.905 0.912 -2.099 0.237
H -2.549 0.605 -1.413 0.238
H -0.068 2.198 0.863 0.234
H 1.117 0.675 0.602 0.262
H 0.625 1.823 -0.674 0.227
H -2.392 1.552 1.021 0.241
H -2.343 -0.305 1.286 0.233
H -0.985 0.529 1.972 0.240
```